{
  "formula": "C2H6N2OS2",
  "method": "the ωB97M-V functional and the def2-TZVPD basis",
  "relative_energy_kcal_mol": 59.0,
  "homo_lumo_gap_ev": [7.856, 6.755],
  "mol_weight_g_mol": 138.22,
  "spin_multiplicity": 1,
  "lumo_ev": [-0.283, -1.210],
  "homo_energy_ev": [-8.139, -7.965],
  "largest_force_ev_per_a": 3.0,
  "symbols": ["C", "C", "N", "N", "O", "S", "S", "H", "H", "H", "H", "H", "H"],
  "positions_angstrom": [[-1.6402, -0.3052, 0.1668], [-0.4529, 0.4536, -0.3833], [0.7223, -1.5521, -0.1542], [0.7325, -0.2703, -0.0813], [-0.3290, 1.7380, 0.1387], [2.1347, 0.7154, 0.1215], [3.7647, -0.2658, 0.4244], [-2.4045, 0.4832, -0.0229], [-1.6245, -1.1475, -0.5304], [-1.3687, -0.5855, 1.2080], [-0.5414, 0.7007, -1.4944], [-0.6670, 1.8369, 1.0527], [1.6741, -1.8014, -0.4456]],
  "forces_ev_per_angstrom": [[0.938, 1.023, -1.143], [-1.351, 1.736, -0.311], [0.053, 0.224, -0.889], [2.855, -0.808, -0.201], [-0.319, 1.122, 0.802], [-0.198, 0.732, 0.001], [-0.602, -0.611, -0.239], [-0.281, -1.312, 0.644], [-1.086, -0.280, 0.672], [-0.846, 0.144, -0.640], [0.254, -1.038, 1.174], [0.292, -0.467, -0.677], [0.291, -0.465, 0.806]]
}